ORCA calculation (the ωB97M-V functional and the def2-TZVPD basis) on a structure of composition C28H59N7PSTi.

Geometry as ORCA input:
```
! wB97M-V def2-TZVPD RIJCOSX def2/J DEFGRID3
* xyz 2 2
Ti 0.37 1.02 -0.11
S -2.08 0.17 -0.55
P 1.41 -2.23 0.26
N 2.25 2.08 -0.16
N 0.67 1.28 -2.26
N -3.92 2.01 0.18
N 0.95 -0.71 0.04
N -4.66 0.10 -0.93
N -0.38 3.39 -0.35
N -0.01 1.70 1.93
C -0.86 3.82 0.98
C 4.16 -1.86 0.13
C -5.44 3.72 0.92
C -6.25 1.65 -0.25
C -0.72 3.31 -2.80
C -1.37 3.53 -1.44
C 2.96 -1.84 -2.07
C 2.96 1.58 -1.36
C 1.72 -2.52 2.10
C 1.09 2.16 2.82
C 3.04 2.08 1.08
C -5.96 0.46 -0.87
C -1.16 2.64 1.89
C -3.64 0.85 -0.41
C 2.03 1.76 -2.55
C -5.19 2.41 0.26
C 2.53 -3.78 2.45
C 3.03 -2.52 -0.68
C -0.35 1.87 -3.15
C -1.30 -3.02 0.18
C 0.04 -3.29 -1.88
C 2.44 -1.31 2.69
C 2.29 2.85 2.17
C -6.96 -0.46 -1.48
C 0.36 -2.61 2.81
C 0.30 -4.90 0.02
C 3.44 -3.98 -0.90
C 0.09 -3.42 -0.35
H 5.04 -1.79 -0.50
H -6.48 3.85 1.20
H -0.36 0.83 2.33
H -5.16 4.52 0.23
H -1.79 4.54 -1.41
H 3.51 -1.30 2.48
H -0.13 -3.56 2.64
H -4.40 -0.78 -1.36
H -0.82 -3.87 -2.24
H -1.24 1.24 -3.08
H -1.41 3.00 2.89
H 3.57 -3.70 2.14
H 1.26 -5.30 -0.28
H -4.81 3.82 1.81
H 2.03 3.05 -0.35
H -0.09 4.44 1.44
H -1.76 4.45 0.89
H 0.00 1.84 -4.19
H 0.92 -3.70 -2.37
H 3.19 0.53 -1.20
H 4.01 2.56 0.91
H -0.47 -5.48 -0.50
H -7.97 -0.14 -1.25
H 3.22 1.05 1.38
H 4.44 -3.99 -1.33
H 0.15 3.97 -2.90
H -2.18 2.83 -1.26
H -0.32 -1.81 2.51
H 2.33 -1.32 3.78
H 0.68 2.83 3.58
H 1.96 2.83 -2.79
H -6.82 -1.48 -1.11
H -1.51 -3.45 1.15
H -1.43 -1.95 0.23
H 3.93 -1.40 -2.31
H 3.89 2.13 -1.53
H -2.02 2.09 1.50
H 2.99 3.05 2.98
H -6.84 -0.48 -2.56
H -2.05 -3.41 -0.51
H 1.45 1.28 3.36
H 2.79 -4.50 -1.60
H 0.35 4.06 -0.60
H 0.17 -5.07 1.08
H 0.65 0.26 -2.38
H -7.27 1.98 -0.17
H 2.74 -2.56 -2.85
H 3.91 -0.86 0.47
H 2.52 -3.89 3.53
H 3.48 -4.56 0.03
H 2.01 3.83 1.78
H -0.10 -2.26 -2.20
H -1.42 3.65 -3.56
H 4.43 -2.46 1.00
H 2.11 -4.69 2.02
H 0.53 -2.53 3.89
H 2.01 -0.38 2.31
H 2.45 1.27 -3.44
H 2.21 -1.06 -2.11
*
```

Results
**Largest force on an atom**: 0.00877 Eh/bohr
**E_HOMO (alpha / beta)**: -12.47 / -13.69 eV
**Orbital gap (alpha / beta)**: 7.32 / 8.52 eV

Löwdin atomic charge list, values in e, 4 entries: 0.6643, 0.7671, 0.9725, -0.1471

=====

ORCA calculation (the ωB97M-V functional and the def2-TZVPD basis) on a structure of composition C40H34GaN3O2STe.

Geometry as ORCA input:
```
! wB97M-V def2-TZVPD RIJCOSX def2/J DEFGRID3
* xyz 0 1
Te 0.01 -2.73 1.45
Ga -0.31 -0.35 0.17
S -1.05 -5.72 0.66
O -0.32 0.57 1.99
O -0.72 2.80 5.21
N 0.03 1.39 -0.92
N -1.49 3.34 2.59
N 1.90 -0.25 -0.05
C -2.27 -0.45 -0.43
C 2.56 3.34 3.67
C 0.41 -6.05 -1.40
C -2.25 1.15 3.31
C -2.86 -3.88 -1.78
C -1.09 0.36 3.02
C -2.22 -2.74 -1.39
C 0.26 3.03 4.31
C -2.94 -1.63 -0.89
C 5.52 -1.10 3.06
C -4.27 -3.97 -1.72
C 4.80 -0.51 4.10
C 2.29 0.90 -0.48
C 2.87 -0.35 2.67
C 0.13 3.36 -2.02
C 2.92 -1.23 0.30
C 4.91 -1.31 1.84
C 1.43 3.03 -1.63
C 2.17 3.69 2.39
C -3.05 0.64 -0.13
C -0.69 2.32 -1.57
C 1.61 3.02 4.63
C 1.32 1.82 -0.95
C -5.11 -0.54 -0.54
C 3.58 -0.96 1.63
C -2.44 2.45 2.84
C -1.77 -1.12 4.82
C -0.12 3.32 2.99
C -0.05 -4.41 0.18
C -4.36 -1.69 -0.91
C -3.26 0.62 4.16
C 0.68 -4.73 -0.93
C -3.03 -0.51 4.90
C -4.47 0.61 -0.19
C 3.48 -0.14 3.90
C -0.82 -0.70 3.92
C -5.00 -2.89 -1.31
C -0.50 -6.71 -0.63
C -0.33 2.51 6.54
C 0.83 3.67 2.06
H -2.28 -4.73 -2.14
H 1.93 2.77 5.63
H -1.55 -1.97 5.45
H -6.08 -2.94 -1.30
H 1.85 -0.03 2.51
H -5.04 1.50 0.04
H 2.43 -2.20 0.34
H 5.28 -0.34 5.06
H 3.68 -1.27 -0.48
H 2.91 3.96 1.65
H 0.90 -6.49 -2.26
H -6.19 -0.58 -0.56
H 2.92 0.33 4.70
H 0.23 3.33 6.99
H -1.26 2.36 7.09
H -2.57 1.55 0.18
H -3.45 2.83 2.75
H -1.15 -2.66 -1.46
H -4.76 -4.89 -2.00
H -0.88 -7.72 -0.75
H 1.37 -4.05 -1.40
H 5.47 -1.77 1.03
H -1.75 2.19 -1.75
H -3.79 -0.90 5.56
H -0.19 4.22 -2.59
H 6.55 -1.38 3.21
H 3.35 1.14 -0.56
H 2.34 3.59 -1.81
H -1.76 4.15 2.04
H -4.18 1.18 4.27
H 0.26 1.59 6.59
H 0.13 -1.22 3.83
H 0.51 3.91 1.05
H 3.61 3.34 3.94
*
```

Results
**Largest force on an atom**: 0.00946 Eh/bohr
**E_HOMO**: -6.70 eV
**Orbital gap**: 5.61 eV

Löwdin atomic charge list, values in e, 4 entries: 1.0878, 0.3766, 0.9072, -0.1178

=====

ORCA calculation (the ωB97M-V functional and the def2-TZVPD basis) on a structure of composition C27H26AsN3O7PRh.

Geometry as ORCA input:
```
! wB97M-V def2-TZVPD RIJCOSX def2/J DEFGRID3
* xyz 2 1
Rh 0.32 -0.87 1.15
As 0.40 -0.70 -1.26
P -1.20 1.97 0.99
O 2.28 -0.50 1.44
O -1.67 1.85 -0.39
O 3.63 -0.01 3.17
O -0.14 1.00 1.55
O -3.05 -1.09 3.13
O 0.40 -1.67 7.06
O -1.64 -1.37 1.43
N -3.66 0.99 1.52
N 0.95 3.26 0.24
N 0.39 -1.20 3.09
C 1.30 0.77 -2.09
C -1.92 -1.34 2.72
C -1.89 1.18 -4.04
C 2.61 -0.46 2.73
C 0.44 -1.48 5.74
C 2.30 -4.79 -2.50
C 0.45 1.39 -3.01
C -3.36 -0.53 -3.18
C 2.87 -3.61 -2.98
C -2.68 1.98 2.07
C 1.62 -1.13 5.06
C 0.62 -3.52 -1.35
C 1.17 -4.75 -1.69
C 2.57 1.24 -1.83
C 2.32 -2.39 -2.64
C 1.19 -2.35 -1.84
C -2.37 -0.98 -2.32
C -0.89 0.76 -3.17
C 0.89 2.54 -3.65
C 1.54 -0.98 3.69
C -0.77 -1.44 3.70
C -3.12 0.53 -4.04
C 3.01 2.39 -2.48
C -1.14 -0.33 -2.33
C -0.22 3.52 1.17
C 2.16 3.04 -3.38
C -0.79 -1.59 5.06
H 3.75 -3.65 -3.61
H 2.55 -0.95 5.58
H 0.17 3.70 2.17
H 1.51 2.48 0.60
H 0.73 -5.66 -1.33
H -0.76 4.39 0.80
H -3.49 0.82 0.52
H -2.55 -1.81 -1.66
H 2.51 3.92 -3.90
H 4.01 2.77 -2.31
H -4.32 -1.03 -3.20
H -3.61 0.06 2.04
H 0.63 2.98 -0.70
H 3.23 0.71 -1.14
H 0.26 3.05 -4.37
H 2.76 -1.47 -3.02
H -1.72 2.01 -4.71
H -0.28 -3.50 -0.74
H -3.14 2.97 1.99
H -2.48 1.76 3.12
H -3.89 0.86 -4.72
H -4.62 1.33 1.61
H 1.55 4.08 0.14
H -1.70 -1.78 5.61
H 2.73 -5.74 -2.77
H 1.27 -1.59 7.47
*
```

Results
**Largest force on an atom**: 0.01260 Eh/bohr
**E_HOMO**: -13.70 eV
**Orbital gap**: 6.41 eV

Löwdin atomic charge list, values in e, 4 entries: 1.0834, 1.3377, 0.4871, -0.1762